Record 1
DFT (ωB97M-V/def2-TZVPD) results for a structure of composition C12H24BBrClF7NO8PSTa at a distorted geometry.

The geometry in XYZ format:
```
58
C12H24BBrClF7NO8PSTa, DFT ωB97M-V/def2-TZVPD
N -1.9878 -1.8837 4.7600
P -0.9038 -0.7355 4.5123
Ta -0.1409 -0.6516 1.9997
Cl -1.0452 -2.9184 1.6426
Br 0.8046 -0.4417 -0.4311
C 0.8137 1.3397 2.6538
S 1.3363 2.4676 1.4200
O 2.6331 2.1097 0.9378
O 1.1847 3.8107 1.9207
B 1.8009 -1.7125 2.8028
O 1.7889 -2.6842 3.7895
O 2.9931 -1.3305 2.2574
C -2.2022 0.4617 1.6463
F -3.0597 0.2441 2.6931
F -1.9767 1.8288 1.6692
C -3.0338 0.1898 0.3667
F -2.5629 -0.8361 -0.3469
F -4.3146 -0.1069 0.6914
C -3.1538 1.4005 -0.5861
F -3.8497 1.0060 -1.6825
F -1.9569 1.8336 -1.0077
F -3.8416 2.4103 -0.0220
H -2.8493 -1.4631 5.0701
H 0.2129 -0.9126 5.3641
H -1.3835 0.5568 4.8334
H 1.6784 1.1332 3.2645
H 0.1127 1.8812 3.2697
H 0.4203 2.3461 0.4376
H 1.1631 -3.3643 3.5543
H 3.1231 -1.8315 1.4402
O 4.7817 -2.1492 0.2932
C 5.6422 -2.9748 0.3454
O 5.6881 -3.7910 1.4135
C 6.5712 -4.9042 1.5066
C 7.9414 -4.5033 2.0130
C 6.7145 -3.0684 -0.7170
H 6.6220 -5.4374 0.5557
H 6.0961 -5.5759 2.2184
H 8.4376 -3.8142 1.3299
H 8.5735 -5.3837 2.1325
H 7.8511 -4.0031 2.9762
H 7.4865 -2.3337 -0.4948
H 6.2624 -2.8194 -1.6725
H 7.1724 -4.0505 -0.8088
O -5.1204 3.7313 -7.7396
C -5.4439 3.7662 -6.5882
O -4.5567 4.1972 -5.6782
C -4.9028 4.4364 -4.3093
C -4.8526 3.1779 -3.4699
C -6.8007 3.2751 -6.1315
H -5.8703 4.9375 -4.2458
H -4.1591 5.1471 -3.9560
H -5.5763 2.4376 -3.8110
H -5.0648 3.4086 -2.4272
H -3.8677 2.7232 -3.5317
H -6.7570 2.1933 -6.0204
H -7.5243 3.5176 -6.9046
H -7.1476 3.7128 -5.1991
```

As for the net charge: -1. Its gap between HOMO and LUMO is 6.144 eV. As for the molecular weight: 813.47 g/mol. The calculation puts the total energy at -154645.37378 eV. The calculation puts the lowest unoccupied orbital energy at 1.4 eV. Its spin multiplicity is 1.

Record 2
DFT (ωB97M-V/def2-TZVPD) results for a cluster of 6 separate species, C12H24Br12 in total at a distorted geometry.

The geometry in XYZ format:
```
48
C12H24Br12, DFT ωB97M-V/def2-TZVPD
Br -19.3974 28.7835 -1.1786
C -19.3771 27.1358 -2.3261
C -20.8609 26.9396 -2.6856
Br -21.0889 25.1603 -3.5932
H -18.9973 26.3100 -1.7245
H -18.8826 27.5382 -3.2102
H -21.1024 27.7035 -3.4247
H -21.4816 26.9892 -1.7909
Br -13.3838 28.4767 -1.2562
C -13.3540 27.3360 -2.9851
C -11.8690 27.2026 -3.4670
Br -11.3066 29.0414 -4.2652
H -14.0110 27.8547 -3.6832
H -13.8061 26.3783 -2.7272
H -11.8966 26.4595 -4.2640
H -11.1494 26.9173 -2.6996
Br -7.9969 32.3542 -8.7945
C -6.6932 30.8166 -8.7867
C -7.0545 29.8029 -7.7810
Br -5.7792 28.2594 -7.9883
H -5.7169 31.2470 -8.5635
H -6.6989 30.4425 -9.8105
H -8.0778 29.4460 -7.8975
H -7.0030 30.1145 -6.7378
Br -16.9878 21.0464 -2.2653
C -16.1084 20.2243 -3.8954
C -15.0332 21.2832 -4.3687
Br -15.6986 23.0964 -4.6372
H -16.9431 20.1157 -4.5879
H -15.6970 19.2360 -3.6903
H -14.6024 20.8866 -5.2880
H -14.2652 21.3155 -3.5959
Br -9.2638 30.1967 2.1717
C -7.7067 29.6252 1.0348
C -8.1458 29.5882 -0.4712
Br -7.0838 28.1404 -1.4147
H -7.2880 28.6590 1.3165
H -6.9751 30.3847 1.3103
H -8.0028 30.4883 -1.0691
H -9.1711 29.2183 -0.4646
Br -16.3506 29.1877 -7.6180
C -15.4009 30.1012 -9.1245
C -16.4395 30.2466 -10.2784
Br -16.3015 28.7205 -11.5823
H -14.5082 29.5583 -9.4350
H -15.0412 31.0396 -8.7025
H -16.4144 31.1696 -10.8578
H -17.4523 30.3524 -9.8896
```

The SMILES is BrCCBr.BrCCBr.BrCCBr.BrCCBr.BrCCBr.BrCCBr. The calculation puts the energy above the lowest of the compared OMol25 structures with the same formula, charge and spin at 2.367 eV. Its gap between HOMO and LUMO is 10.231 eV. As for the molecular weight: 1127.17 g/mol. The calculation puts the total energy at -853341.98991 eV. The calculation puts the lowest unoccupied orbital energy at 0.1 eV. Its spin multiplicity is 1.

Record 3
DFT (ωB97M-V/def2-TZVPD) results for a structure of composition C12H24BrCl12N4O12V at a distorted geometry.

The geometry in XYZ format:
```
66
C12H24BrCl12N4O12V, DFT ωB97M-V/def2-TZVPD
V -2.4043 2.3173 -0.3573
N -4.2250 0.0308 -2.2436
O -3.9198 0.0214 -3.4607
O -5.2267 -0.6202 -1.8699
O -3.5462 0.6269 -1.4385
N -2.7904 3.4044 -2.9009
O -1.9364 2.6373 -2.4382
O -3.1224 3.5283 -4.1093
O -3.3788 3.6525 -1.9394
N -4.5423 1.5298 1.2515
O -3.4244 1.0711 1.3211
O -5.5210 1.1185 1.8567
O -4.4752 2.4687 0.4545
N -1.3935 4.3811 1.0852
O -1.2540 4.2270 -0.1146
O -0.8818 5.2254 1.7358
O -2.0763 3.4956 1.5171
Br -0.2652 0.8651 -0.0613
Cl 1.3431 4.2604 -2.3329
C 2.6101 3.2371 -1.5456
C 2.8268 1.9272 -2.3184
Cl 3.4374 2.1956 -3.9435
H 2.3566 3.1367 -0.4903
H 3.4917 3.8779 -1.5627
H 1.9211 1.3210 -2.2996
H 3.5843 1.3171 -1.8264
Cl 1.6867 -2.7421 1.6792
C 2.2811 -4.1303 2.4960
C 3.1821 -3.8185 3.6044
Cl 4.7092 -2.9651 3.1704
H 2.7436 -4.8240 1.7939
H 1.3608 -4.6135 2.8242
H 3.4281 -4.7532 4.1083
H 2.6623 -3.2194 4.3521
Cl 1.8940 -0.4541 4.8198
C 0.4420 -0.4846 3.7577
C -0.3710 0.8305 4.0479
Cl -1.3936 0.7097 5.5020
H -0.1992 -1.3471 3.9398
H 0.7929 -0.5651 2.7289
H -1.0074 1.2052 3.2462
H 0.2579 1.7095 4.1895
Cl -1.5070 -3.8733 -1.8650
C -1.5128 -2.4573 -0.7070
C -1.9982 -2.8327 0.6795
Cl -3.7510 -3.1327 0.5237
H -2.1497 -1.7372 -1.2208
H -0.4694 -2.1483 -0.6437
H -1.8035 -2.0135 1.3717
H -1.3713 -3.6469 1.0433
Cl 5.2941 1.0300 0.2645
C 4.3887 0.4616 1.6858
C 3.9526 1.6478 2.6485
Cl 3.0022 2.9363 1.8806
H 4.9403 -0.2721 2.2736
H 3.5349 -0.0836 1.2834
H 4.8674 2.0948 3.0376
H 3.3381 1.4351 3.5232
Cl -0.4878 -0.4703 -4.8504
C -0.3075 -2.2784 -5.2065
C -1.7105 -2.7934 -5.6614
Cl -2.2827 -1.9902 -7.1251
H 0.1491 -2.7034 -4.3126
H 0.3906 -2.3499 -6.0405
H -2.4846 -2.7618 -4.8947
H -1.6789 -3.8525 -5.9172
```

As for the net charge: -2. Its gap between HOMO and LUMO (spin up / spin down) is 6.537 / 6.548 eV. As for the molecular weight: 972.62 g/mol. The calculation puts the total energy at -289353.76970 eV. The calculation puts the lowest unoccupied orbital energy (spin up / spin down) at 3.1 / 3.1 eV. Its spin multiplicity is 3.

Record 4
DFT (ωB97M-V/def2-TZVPD) results for a structure of composition C12H24BrClMgO12 at a distorted geometry.

The geometry in XYZ format:
```
51
C12H24BrClMgO12, DFT ωB97M-V/def2-TZVPD
Mg 1.2776 0.4491 0.5861
Cl 2.6034 2.2939 0.3075
Br 2.5403 -1.0047 2.1927
C 1.1637 2.4022 -3.1523
O -0.1804 2.0769 -3.0820
C -0.8114 1.6922 -1.9771
O -0.2769 1.2901 -0.9018
O -2.1112 1.7046 -2.2447
C -3.0253 1.4394 -1.1518
H 1.6052 2.2139 -4.1310
H 1.7324 1.9868 -2.3204
H 1.2684 3.4772 -3.0059
H -4.0237 1.2394 -1.5408
H -2.9472 2.3138 -0.5058
H -2.6479 0.6503 -0.5013
C -2.8677 1.6787 2.2298
O -1.8263 2.4630 2.7764
C -0.5524 2.0340 2.8820
O 0.0246 1.3625 2.0335
O 0.0151 2.6446 3.9547
C 1.3941 2.2808 4.3368
H -3.6034 1.5491 3.0235
H -2.5429 0.7001 1.8762
H -3.3526 2.1746 1.3889
H 2.1543 2.2775 3.5557
H 1.2023 1.2620 4.6735
H 1.8392 2.7899 5.1917
C 0.6053 -2.4266 -2.8169
O 1.8443 -1.8877 -3.0182
C 2.4466 -1.0661 -2.1006
O 1.9658 -0.5427 -1.0994
O 3.7397 -1.0289 -2.5102
C 4.7467 -0.3211 -1.8746
H 0.2761 -2.7861 -1.8420
H 0.4750 -3.1906 -3.5833
H -0.0585 -1.5975 -3.0620
H 4.4242 0.6152 -1.4190
H 5.4876 0.0721 -2.5707
H 5.3603 -0.9546 -1.2342
C -0.5268 -2.9588 2.5989
O -1.3067 -2.8804 1.4386
C -1.1548 -1.8401 0.5192
O -0.2014 -1.0434 0.5219
O -2.0668 -1.9524 -0.5438
C -3.1092 -2.9978 -0.6378
H -0.8041 -3.7135 3.3349
H -0.5534 -2.0310 3.1704
H 0.5060 -3.0736 2.2701
H -3.4194 -3.3966 0.3280
H -2.7666 -3.8691 -1.1958
H -3.9610 -2.5709 -1.1672
```

The calculation puts the energy above the lowest of the compared OMol25 structures with the same formula, charge and spin at 2.495 eV. Its gap between HOMO and LUMO is 7.955 eV. As for the molecular weight: 499.97 g/mol. The calculation puts the total energy at -125416.23619 eV. The calculation puts the lowest unoccupied orbital energy at 0.1 eV. Its spin multiplicity is 1.